Computed, not measured: C21H29NReS4SbSe as an isolated structure, with ωB97M-V with the def2-TZVPD basis set.

Each line ends with the Löwdin charge.
Cartesian coordinates (Å):
H 2.31 1.32 1.91  0.0891
H 2.53 2.95 1.28  0.1002
H -5.50 -0.35 -0.45  0.1130
H 1.52 -2.92 1.91  -0.0220
H -4.08 -1.26 2.15  0.0303
C 2.52 -2.96 1.49  -0.0665
C -4.20 -0.18 1.98  -0.0488
H -5.26 0.05 2.07  0.1069
C -0.80 3.52 -2.63  -0.0127
C -3.72 0.24 0.59  -0.5624
H -1.20 4.45 -2.22  0.1025
H 2.68 -3.97 1.11  0.1034
C 5.62 0.15 -0.95  -0.0194
H 6.22 -0.44 -1.65  0.1013
H 0.10 0.48 1.69  0.0322
C -4.43 -0.56 -0.50  -0.0306
C 3.96 -1.32 0.25  0.0092
H -4.07 -0.28 -1.49  0.0934
H -3.28 2.37 0.89  0.1043
S -0.13 -5.36 3.23  0.1070
H -4.99 1.93 0.88  0.1049
C -1.24 0.89 0.06  -0.2998
Se 0.13 -2.65 -0.65  0.8905
H -4.29 -1.64 -0.37  0.0448
H 0.06 -0.13 -2.30  0.0548
C 0.97 -0.54 -2.74  -0.0558
C -0.51 2.57 -1.50  -0.2270
H 3.24 -2.79 2.29  0.0971
S -2.60 -3.44 1.12  0.2869
S -3.18 -3.12 4.99  0.1168
H 0.11 3.77 -3.18  0.0909
C 2.01 -0.82 -1.68  -0.2957
C -0.03 0.97 0.74  -0.0307
Re -1.42 -1.74 0.84  0.6071
C 0.70 2.63 -0.80  0.0408
H -2.36 1.52 -1.68  0.1218
H 1.35 0.17 -3.47  0.0955
H 3.49 0.42 -2.60  0.1356
H 1.46 3.34 -1.14  0.1430
C -4.03 1.74 0.41  -0.0200
C 1.78 -1.67 -0.60  -0.4692
C 0.98 1.83 0.29  -0.2269
H -1.54 3.11 -3.32  0.0891
C 2.30 1.92 1.01  -0.0032
H 3.10 1.56 0.36  0.0718
Sb -1.57 -3.85 3.77  0.1841
C 3.27 -0.23 -1.76  0.0021
H -4.11 2.02 -0.64  0.0868
C -1.47 1.65 -1.09  -0.0075
C 4.25 -0.47 -0.81  -0.2495
C 2.73 -1.95 0.38  -0.2784
H 6.15 0.17 0.00  0.0880
H 5.56 1.16 -1.36  0.0890
S -0.66 -1.56 2.91  0.1968
H -3.66 0.35 2.76  0.1023
H 4.73 -1.53 0.99  0.1347
N -2.21 -0.05 0.53  -0.1267
H 0.70 -1.45 -3.28  0.0849

Summary:
Energy above the lowest of the compared OMol25 structures with the same formula, charge and spin   0.000 eV
LUMO energy   -9.58 eV
Net charge   +2
Highest occupied orbital energy   -14.4 eV

Computed, not measured: an isolated ion of composition C3H8N3S and charge +1, with ωB97M-V with the def2-TZVPD basis set.

Each line ends with the Löwdin charge.
Cartesian coordinates (Å):
N -0.49 1.81 2.25  0.1413
C -0.73 0.25 -1.07  -0.2127
C 0.70 -0.36 -0.93  -0.6577
H -0.67 1.06 -1.83  0.1272
H 0.78 -2.47 -1.50  0.2124
H -1.35 2.08 2.64  0.1064
S 1.46 0.50 0.40  0.8846
H 1.34 -0.26 -1.86  0.1406
H 1.45 -1.95 -0.07  0.1085
H 0.29 1.66 2.95  0.1520
N 0.63 -1.83 -0.64  0.1451
H -0.20 -2.21 -0.16  0.1781
C -0.42 1.18 1.11  -0.4902
H -1.59 -0.38 -1.46  0.1392
N -1.20 0.93 0.16  0.0251

Summary:
Energy above the lowest of the compared OMol25 structures with the same formula, charge and spin   0.867 eV
LUMO energy   -3.62 eV
Net charge   +1
Highest occupied orbital energy   -13.3 eV